# 1
Molecular formula: C39H94F6N8O5P
Method: DFT, the ωB97M-V functional and the def2-TZVPD basis

Properties
Lowest unoccupied orbital energy ... -15.157 eV
ΔE to the lowest compared entry with this formula, charge and spin ... 10.3 kcal/mol
Total charge ... +7
HOMO-LUMO gap ... 8.54 eV

Each line ends with the Löwdin charge.
Positions of all 153 atoms, in Å:
C: 3.74605 -1.22093 -1.58734  0.014
C: 4.71677 -1.89689 -2.56034  -0.306
O: 5.77264 -1.43164 -2.98893  0.185
N: 4.26201 -3.31126 -3.06640  0.114
H: 4.87161 -4.11225 -2.98340  0.186
H: 3.45376 -3.55832 -2.51340  0.147
C: 3.76272 -3.09269 -4.53313  0.072
H: 3.69920 -1.82289 -0.67984  0.086
H: 2.73919 -1.06566 -1.97492  0.047
H: 4.11672 -0.23102 -1.32127  0.100
H: 4.45249 -2.43084 -5.05684  0.112
H: 2.82819 -2.53291 -4.49600  0.075
H: 3.79518 -4.11049 -4.92188  0.122
C: 1.34434 2.81030 -1.74293  0.033
C: 0.70932 3.55408 -2.93583  -0.323
O: -0.46338 3.49632 -3.22777  0.144
N: 1.69646 4.33596 -3.84231  0.109
H: 2.25583 4.99554 -3.32063  0.184
H: 2.38020 3.68629 -4.20359  0.183
C: 0.97960 5.09813 -4.92482  0.046
H: 1.82770 1.91588 -2.13597  0.088
H: 0.49943 2.54052 -1.10934  0.088
H: 2.06173 3.40140 -1.17366  0.087
H: 0.46100 4.39925 -5.58110  0.089
H: 1.78333 5.45886 -5.56669  0.126
H: 0.41037 5.93569 -4.52162  0.133
C: -2.10749 -0.71737 4.28098  0.027
C: -1.54101 -1.28316 5.54837  -0.369
O: -1.92164 -2.24199 6.11608  0.246
N: -0.37056 -0.53129 6.26353  0.105
H: -0.45258 0.45827 6.07879  0.159
H: -0.46632 -0.67419 7.25876  0.194
C: 0.93879 -0.97948 5.72680  0.032
H: -1.31384 -0.50732 3.56397  0.051
H: -2.64685 0.17727 4.59213  0.097
H: -2.81714 -1.48285 3.96709  0.111
H: 1.02339 -0.79374 4.65608  0.077
H: 0.96579 -2.06370 5.83563  0.120
H: 1.64035 -0.46688 6.38495  0.120
C: -2.46593 1.98805 1.73558  0.004
C: -1.69474 3.09284 2.33231  -0.363
O: -0.85999 3.68850 1.67901  0.169
N: -1.92138 3.31475 3.82758  0.104
H: -2.72657 2.74926 4.05556  0.155
H: -1.18543 2.91057 4.38893  0.171
C: -2.29042 4.74379 4.16321  0.061
H: -2.30628 1.01644 2.20311  0.062
H: -2.31677 1.91289 0.65846  0.101
H: -3.53890 2.17948 1.72222  0.118
H: -3.31191 4.92303 3.82773  0.129
H: -1.58238 5.47602 3.77511  0.120
H: -2.24518 4.88455 5.24313  0.123
C: 2.29380 -4.51998 2.16568  0.046
C: 0.97448 -4.58499 2.84411  -0.391
O: 0.76194 -4.55507 4.04611  0.169
N: -0.23420 -4.62240 1.92533  0.089
H: -0.87046 -3.95124 2.33130  0.149
H: -0.07889 -4.20368 1.01943  0.144
C: -0.69243 -6.08216 1.64880  0.078
H: 2.57781 -3.48912 1.95410  0.083
H: 2.34014 -5.15353 1.27991  0.108
H: 2.90880 -4.86136 2.99835  0.124
H: -1.76285 -6.08363 1.44314  0.085
H: -0.47398 -6.62715 2.56715  0.122
H: -0.17144 -6.52005 0.79738  0.119
C: 6.16772 3.91980 6.93802  -0.045
C: 5.18107 2.98071 6.22852  -0.248
C: 5.35751 2.91367 4.73957  -0.092
N: 4.14431 2.39003 3.91242  -0.192
C: 3.51107 1.12167 4.48858  -0.007
C: 2.94824 3.39714 3.90534  -0.099
C: 3.09864 4.20835 2.63718  -0.146
C: 3.78713 3.30472 1.62150  -0.132
C: 4.43808 2.14492 2.41609  -0.061
H: 5.95246 4.95762 6.68370  0.090
H: 7.17962 3.63311 6.65175  0.097
H: 6.03986 3.91425 8.02048  0.098
H: 4.15715 3.30772 6.40949  0.099
H: 5.18198 1.95572 6.59934  0.113
H: 6.21774 2.35754 4.36701  0.147
H: 5.49431 3.93987 4.39854  0.144
H: 2.66112 0.75504 3.91303  0.054
H: 3.28881 1.36419 5.52776  0.092
H: 4.29327 0.36480 4.43011  0.126
H: 1.99534 2.87368 3.82746  0.102
H: 2.78250 4.01115 4.79057  0.139
H: 2.05573 4.39888 2.38395  0.106
H: 3.67073 5.13486 2.68615  0.135
H: 3.11969 2.87605 0.87392  0.077
H: 4.48897 3.95563 1.10012  0.125
H: 4.08748 1.15874 2.11171  0.105
H: 5.49676 2.10790 2.15936  0.140
C: -3.64108 -6.15576 -0.79496  -0.065
C: -3.34720 -4.66788 -0.94586  -0.244
C: -4.53630 -3.81319 -0.60495  -0.087
N: -4.34712 -2.26123 -0.66075  -0.197
C: -3.15619 -1.67424 0.25634  0.046
C: -5.64469 -1.56539 -0.27891  -0.096
C: -6.57263 -1.80532 -1.45948  -0.133
C: -5.68092 -1.71932 -2.65065  -0.144
C: -4.24270 -1.71762 -2.08405  -0.110
H: -4.41535 -6.35704 -0.05463  0.095
H: -2.79566 -6.71610 -0.39574  0.068
H: -4.03823 -6.58398 -1.71529  0.106
H: -3.04787 -4.59172 -1.99118  0.117
H: -2.56120 -4.36813 -0.25272  0.072
H: -4.92349 -4.13809 0.36077  0.150
H: -5.28216 -4.00660 -1.37593  0.142
H: -2.22213 -1.99990 -0.20145  0.068
H: -3.12826 -2.12654 1.24767  0.091
H: -3.17697 -0.58446 0.26361  0.074
H: -5.26527 -0.57734 -0.01831  0.123
H: -6.11040 -1.94646 0.62993  0.149
H: -7.26383 -0.96839 -1.55886  0.144
H: -7.16970 -2.71720 -1.46748  0.143
H: -5.73077 -0.75209 -3.15070  0.122
H: -5.86323 -2.54856 -3.33420  0.136
H: -3.99969 -0.66272 -1.95668  0.115
H: -3.51943 -2.21345 -2.73146  0.124
C: 0.31499 -1.18031 -2.96710  -0.087
C: -0.53788 -0.07454 -3.60514  -0.211
C: -1.24336 -0.52741 -4.94179  -0.064
N: -1.85210 0.67124 -5.73855  -0.206
C: -2.97406 1.33868 -4.87549  0.058
C: -2.57838 0.19822 -7.05317  -0.034
C: -2.55648 1.42797 -8.00713  -0.119
C: -1.44012 2.27559 -7.50661  -0.180
C: -0.89399 1.70474 -6.26656  -0.148
H: 1.09917 -1.39881 -3.69194  0.063
H: -0.31430 -2.05282 -2.79152  0.082
H: 0.56910 -0.90930 -1.94237  0.039
H: 0.06816 0.81307 -3.78673  0.085
H: -1.30007 0.22383 -2.88531  0.089
H: -2.05061 -1.24223 -4.78223  0.127
H: -0.53998 -0.97532 -5.64374  0.134
H: -2.75611 1.49313 -3.81873  0.083
H: -3.78044 0.60608 -4.90918  0.093
H: -3.28657 2.25179 -5.38213  0.123
H: -3.58800 -0.16227 -6.85618  0.135
H: -1.99641 -0.55445 -7.58503  0.144
H: -3.42554 2.08582 -8.01528  0.133
H: -2.37077 1.22557 -9.06195  0.142
H: -1.75913 3.27527 -7.21168  0.128
H: -0.72656 2.41581 -8.31857  0.147
H: -0.65847 2.52912 -5.59349  0.093
H: 0.03007 1.14139 -6.39636  0.139
P: 1.01525 -0.56455 1.24837  0.223
F: 2.25246 -0.69150 2.28223  -0.155
F: 0.38898 0.61457 2.16719  -0.157
F: 1.91830 0.48070 0.36469  -0.154
F: -0.24996 -0.46660 0.23321  -0.159
F: 1.64044 -1.82215 0.37559  -0.187
F: 0.24733 -1.68914 2.13105  -0.167

# 2
Molecular formula: C39H95N5O17
Method: DFT, the ωB97M-V functional and the def2-TZVPD basis

Properties
Lowest unoccupied orbital energy (spin up / spin down) ... -2.328 / -8.672 eV
Total charge ... +1
Spin multiplicity ... 2
HOMO-LUMO gap (spin up / spin down) ... 8.28 / 1.93 eV

Each line ends with the Löwdin charge.
Positions of all 156 atoms, in Å:
C: 0.70054 -15.55772 15.23876  -0.103
O: 1.82615 -14.68637 15.38645  -0.185
C: 1.60244 -13.40016 14.77585  -0.176
C: 1.51678 -13.42005 13.23563  -0.183
O: 0.54843 -14.27321 12.62425  -0.209
C: 0.60843 -14.33135 11.21709  -0.089
H: 0.89797 -16.18953 14.37276  0.074
H: -0.28019 -15.08672 15.17226  0.094
H: 0.73747 -16.22913 16.09663  0.085
H: 2.34874 -12.72715 15.19797  0.112
H: 0.67331 -12.91831 15.08023  0.113
H: 2.50223 -13.72354 12.88226  0.099
H: 1.36435 -12.47419 12.71580  0.100
H: 1.45238 -14.97984 10.98190  0.077
H: 0.73113 -13.30477 10.87184  0.066
H: -0.32855 -14.73365 10.83198  0.094
C: 8.13030 -4.90375 5.73796  -0.087
O: 8.10586 -6.30446 6.00055  -0.191
C: 8.12422 -6.66142 7.39925  -0.194
C: 7.62115 -8.06624 7.58779  -0.188
O: 6.22228 -7.99021 7.36583  -0.228
C: 5.63955 -9.18933 6.91177  -0.087
H: 8.97337 -4.46607 6.27253  0.086
H: 7.21542 -4.47117 6.14289  0.070
H: 8.23044 -4.73340 4.66602  0.096
H: 7.49098 -6.00929 8.00077  0.108
H: 9.14782 -6.48306 7.72867  0.127
H: 7.71028 -8.44804 8.60484  0.122
H: 8.03407 -8.63349 6.75363  0.128
H: 6.21291 -9.54235 6.05461  0.096
H: 4.64799 -9.02992 6.48810  0.063
H: 5.62611 -9.98608 7.65549  0.081
C: 8.55667 -11.97712 9.61102  0.006
O: 9.73881 -11.31228 10.02289  -0.072
C: 10.22242 -11.61820 11.35807  -0.060
C: 10.93233 -13.03495 11.42364  -0.082
O: 12.22460 -13.17026 10.71327  -0.068
C: 12.18359 -12.61255 9.41304  -0.061
H: 7.80858 -11.40568 10.16050  0.101
H: 8.53918 -13.02999 9.89254  0.111
H: 8.40758 -11.80169 8.54561  0.119
H: 9.44132 -11.60057 12.11812  0.143
H: 10.98582 -10.88645 11.62237  0.149
H: 10.30729 -13.87648 11.12491  0.120
H: 11.10519 -13.24869 12.47841  0.139
H: 11.40379 -13.05476 8.79300  0.101
H: 13.11879 -12.93054 8.95220  0.115
H: 12.06159 -11.53102 9.35374  0.113
C: 2.67777 -11.42306 5.89006  -0.069
O: 2.90233 -12.30466 4.75954  -0.183
C: 2.10121 -13.46424 4.75874  -0.204
C: 2.61006 -14.70142 3.90430  -0.128
O: 3.97174 -15.16962 4.17792  -0.179
C: 4.17897 -15.72733 5.46241  -0.113
H: 1.73182 -10.88336 5.84534  0.082
H: 3.34952 -10.56942 5.98031  0.057
H: 2.70180 -12.00454 6.81169  0.056
H: 1.15370 -13.01247 4.46508  0.125
H: 1.95292 -13.79846 5.78559  0.095
H: 2.40404 -14.41370 2.87334  0.116
H: 1.92825 -15.54018 4.04467  0.115
H: 3.77263 -16.73866 5.47654  0.088
H: 3.69837 -15.19997 6.28642  0.050
H: 5.23877 -15.78835 5.70982  0.090
C: 3.84433 -16.67201 12.93101  -0.105
O: 5.22280 -16.65087 12.68340  -0.159
C: 5.78771 -15.37722 12.94117  -0.223
C: 7.23453 -15.18876 12.53897  -0.153
O: 7.90665 -16.34968 13.18501  -0.180
C: 9.21703 -16.68819 12.66333  -0.071
H: 3.42076 -17.60599 12.56170  0.093
H: 3.31758 -15.93353 12.32662  0.068
H: 3.57574 -16.60459 13.98524  0.092
H: 5.78828 -15.35772 14.03100  0.128
H: 5.25047 -14.56016 12.45963  0.101
H: 7.55274 -14.24743 12.98701  0.099
H: 7.25675 -15.13826 11.45037  0.116
H: 9.74978 -15.74900 12.51436  0.051
H: 8.97017 -17.17965 11.72224  0.091
H: 9.81360 -17.32852 13.31308  0.090
C: 8.01968 -11.98342 15.91127  -0.122
O: 7.08321 -12.92077 15.47229  -0.172
C: 5.82565 -12.47161 14.98107  -0.163
C: 6.02848 -11.66819 13.69014  -0.152
O: 6.62313 -10.35680 13.90310  -0.207
C: 6.72236 -9.50757 12.84156  -0.134
H: 8.76969 -12.39700 16.58546  0.090
H: 7.62169 -11.14945 16.48936  0.092
H: 8.51975 -11.50239 15.07064  0.066
H: 5.28911 -11.94500 15.77031  0.128
H: 5.13594 -13.28322 14.74935  0.112
H: 5.02990 -11.56969 13.26441  0.112
H: 6.60654 -12.22218 12.95052  0.100
H: 7.22386 -9.98410 11.99922  0.066
H: 7.32303 -8.64425 13.12783  0.100
H: 5.69374 -9.21694 12.62807  0.074
C: 5.23196 -6.90135 10.01503  0.009
C: 4.40721 -6.64086 11.25135  -0.560
O: 3.59833 -7.48781 11.51066  0.029
N: 4.58671 -5.49674 11.88521  0.027
C: 3.80762 -5.13436 13.07606  -0.023
H: 6.26671 -6.56030 9.98225  0.078
H: 4.78931 -6.45102 9.12657  0.050
H: 5.36064 -7.95920 9.78595  0.064
H: 5.17471 -4.74051 11.56509  0.148
H: 2.79811 -4.85358 12.77584  0.099
H: 4.28673 -4.49047 13.81360  0.095
H: 3.89294 -6.11756 13.53880  0.069
C: 2.16169 -6.73260 8.16218  0.018
C: 2.57875 -7.02549 6.73833  -0.554
O: 2.01612 -7.93728 6.16994  0.029
N: 3.55053 -6.37442 6.10120  0.022
C: 4.23467 -5.21564 6.54620  -0.074
H: 2.78712 -6.01995 8.69982  0.058
H: 2.39017 -7.65945 8.68835  0.073
H: 1.13655 -6.41152 8.34682  0.088
H: 3.87319 -6.87120 5.28315  0.155
H: 4.78027 -4.88163 5.66367  0.093
H: 4.94349 -5.64135 7.25644  0.056
H: 3.63558 -4.39207 6.93471  0.101
C: 3.85850 -13.97603 8.85054  -0.003
C: 4.29589 -12.83275 9.71716  -0.515
O: 5.26353 -12.97853 10.53621  -0.039
N: 3.60845 -11.71349 9.56082  0.053
C: 3.98466 -10.42624 10.20741  -0.035
H: 2.78436 -14.00877 8.66819  0.084
H: 4.30580 -14.93850 9.09888  0.092
H: 4.23853 -13.80815 7.84282  0.065
H: 2.71602 -11.68822 9.08856  0.074
H: 5.07142 -10.34266 10.19889  0.060
H: 3.71172 -10.49491 11.26045  0.075
H: 3.49789 -9.57884 9.72464  0.072
C: -1.46162 -11.10916 9.47452  0.021
C: -0.16435 -10.62405 8.82770  -0.579
O: 0.80263 -11.30462 8.80899  0.031
N: -0.05982 -9.39064 8.34232  0.034
C: -1.08803 -8.37662 8.45476  -0.067
H: -1.47410 -12.18118 9.67131  0.082
H: -2.28134 -10.91276 8.78345  0.077
H: -1.65262 -10.56326 10.39843  0.084
H: 0.78692 -9.07624 7.89035  0.098
H: -1.04126 -7.79422 9.37494  0.084
H: -2.04292 -8.87004 8.27359  0.083
H: -0.86643 -7.70866 7.62240  0.084
C: 0.74841 -9.36752 12.17644  0.010
C: 1.47053 -9.50039 13.52237  -0.506
O: 1.01318 -10.23566 14.42955  0.009
N: 2.57565 -8.76575 13.70921  0.008
C: 3.49958 -8.92974 14.78215  -0.063
H: 1.21323 -8.69145 11.45883  0.063
H: -0.29030 -9.12111 12.39655  0.086
H: 0.62993 -10.32082 11.66138  0.059
H: 2.91035 -8.19094 12.94916  0.052
H: 4.41065 -8.45113 14.42300  0.072
H: 3.66957 -9.99847 14.91259  0.076
H: 3.21303 -8.51094 15.74683  0.094